87
Properties=species:S:1:pos:R:3:mulliken_spin:R:1 method="wB97M-V/def2-TZVPD" gap_ha="0.1918 / 0.1919" energy_ha=-5880.47164 homo_ha="-0.0461 / -0.0462" fmax_ev_per_a=2.64 multiplicity=2 charge=-2 s_squared=0.76
H 1.846 6.938 3.423 0.00
H 0.815 -6.101 -3.742 0.00
H 1.719 2.965 -3.288 0.00
C 1.188 5.254 2.233 0.00
H -4.403 -4.072 1.034 0.00
C 4.020 -0.388 -1.438 0.00
O -1.149 -2.264 6.224 0.00
C 2.109 6.176 2.701 0.00
C -1.143 -1.653 5.171 0.00
H 2.838 -4.383 -3.853 0.00
N 1.465 4.308 1.356 0.00
C 1.537 -4.807 -1.471 0.00
S 3.197 2.987 -0.214 0.00
C -4.041 -5.273 -1.406 0.00
N 3.710 5.130 1.292 0.00
C 2.124 -3.602 -3.575 0.00
H -2.933 -3.079 1.020 0.00
H -1.788 -6.377 -0.328 0.00
H 2.279 -5.573 -1.725 0.00
H -4.178 -2.802 -0.193 0.00
H -1.968 1.144 -2.631 -0.02
C -3.109 3.500 -0.812 0.01
H -3.145 5.412 0.169 0.00
C -2.258 -2.012 -3.962 0.00
C -0.490 -0.203 3.042 0.02
H -0.691 -5.503 -2.992 0.00
C -2.271 -5.639 0.323 0.00
S -0.154 -2.452 0.605 -0.02
H -5.509 5.874 -0.920 0.00
H 5.150 6.556 3.277 0.00
N 1.197 2.181 -2.918 0.00
O 0.621 0.326 -1.202 -0.03
O 2.616 -0.545 -1.171 0.00
C 2.752 4.237 0.903 0.00
H -4.437 -0.341 -3.182 0.00
H 0.151 5.284 2.571 0.00
C -1.866 0.356 -3.375 0.05
C -3.658 4.716 -0.488 0.00
H 0.740 2.526 -2.069 0.00
H -2.599 -2.996 -3.625 0.00
C -1.774 -0.556 2.836 0.00
C -4.929 4.973 -1.091 0.00
C 3.381 6.073 2.168 0.00
C -3.846 -0.857 -2.420 0.00
O -2.062 -4.000 -1.414 0.01
H -1.220 -2.098 -4.284 0.00
H -2.411 0.655 -4.275 0.00
H 3.049 1.680 -2.230 0.00
H -4.781 -5.804 -0.801 0.00
O 0.122 -3.074 -2.469 0.01
H 4.397 0.491 -0.913 0.00
H 2.641 -2.832 -2.994 0.00
H -1.502 -5.140 0.922 0.00
H -2.871 -1.695 -4.811 0.00
H 4.069 7.938 3.013 0.00
S 0.528 0.717 1.946 -0.02
H -2.964 -6.154 0.996 0.00
H -0.118 -4.785 -4.506 0.00
H 4.206 -0.307 -2.510 0.00
S -2.752 -0.153 1.439 -0.03
Ti -0.754 0.067 0.036 1.08
H -3.550 -5.984 -2.079 0.00
H 1.729 -3.139 -4.484 0.00
C -5.353 3.946 -1.879 0.00
S -4.189 2.685 -1.876 0.00
O -1.625 -1.311 -1.665 -0.04
C -3.671 -3.576 0.387 0.00
H 1.996 -4.044 -0.839 0.00
H -6.268 3.860 -2.451 0.00
H -4.554 -4.522 -2.017 0.00
C 4.475 7.031 2.559 0.00
S -2.527 -1.536 4.088 0.00
H -4.267 -1.855 -2.258 0.00
S 0.241 -0.768 4.543 0.00
H -3.918 -0.297 -1.489 0.00
C 1.786 0.348 -1.613 0.01
H 4.490 -1.283 -1.048 0.00
Si -0.947 -2.788 -1.229 0.00
H -0.807 0.271 -3.611 0.00
C -2.397 -0.965 -2.858 0.01
H 5.062 7.293 1.679 0.00
C 0.986 -4.177 -2.748 0.00
Te -1.233 2.826 -0.046 -0.04
H 0.735 -5.271 -0.887 0.00
N 2.192 1.225 -2.540 0.00
C -3.007 -4.600 -0.518 0.00
C 0.203 -5.213 -3.551 0.00

80
Properties=species:S:1:pos:R:3:mulliken_spin:R:1 method="wB97M-V/def2-TZVPD" gap_ha="0.2429 / 0.2777" energy_ha=-9967.16110 homo_ha="-0.3670 / -0.3721" fmax_ev_per_a=1.44 multiplicity=2 charge=+1 s_squared=1.05
C 2.447 -0.647 -2.060 0.00
H -3.356 2.542 1.759 0.00
H -1.978 2.051 -3.503 0.00
C -2.609 -0.536 2.044 -0.01
C -2.678 1.179 -0.509 0.01
C -1.718 4.976 -3.057 0.00
H -0.644 4.012 -0.373 0.00
H 2.896 -2.550 -1.139 0.00
H 2.067 2.700 2.225 0.00
H -3.708 1.612 -3.454 0.00
H 3.746 -2.144 5.272 0.00
F 1.443 -0.921 4.907 0.00
F 5.357 -3.065 3.443 0.00
C 0.891 -4.536 0.300 0.00
C 4.234 -2.393 3.191 -0.01
C -0.806 2.946 -0.559 -0.02
C -3.204 3.603 -0.735 0.00
H -3.740 1.082 -0.264 0.00
H -3.580 -0.045 2.042 0.00
H 0.698 3.807 2.009 0.00
H -2.552 -2.748 -0.377 0.00
H -3.091 2.653 -4.730 0.00
H -2.746 -1.589 2.289 0.00
H -1.823 5.476 -4.019 0.00
H -0.610 -2.508 2.337 0.01
C 2.726 -1.449 1.522 -0.01
N 0.287 -3.434 0.736 0.00
H 0.756 -6.509 3.043 0.00
H 2.051 4.121 -0.315 0.00
F 4.693 -2.664 0.912 0.00
H 2.054 3.092 -1.758 0.00
H -0.723 2.789 -1.637 0.00
H -0.580 0.390 -3.034 0.00
C -2.336 2.736 1.420 0.00
H 2.863 -0.995 -3.014 0.00
C 3.453 -1.965 4.249 0.02
H -3.957 -1.670 -0.245 0.00
F 0.722 -0.497 2.343 0.01
N 2.275 -1.128 0.290 0.00
H 1.236 -4.552 -0.729 0.00
H 0.842 0.130 -4.066 0.00
C -2.227 2.590 -0.103 0.01
H -2.928 -1.621 -1.692 0.00
Co 0.538 -0.372 0.016 0.93
H -2.066 3.746 1.736 0.00
H 0.920 -2.328 -3.409 0.00
C -0.004 -4.503 2.859 0.00
C 2.999 -1.481 -0.919 0.00
H 2.757 0.388 -1.899 0.00
C 1.092 -5.655 1.097 0.00
H -2.591 1.055 -1.591 0.00
H -3.012 4.590 -0.299 0.00
C 0.509 0.358 -3.047 -0.01
H -1.668 2.030 1.919 0.00
H -1.976 -0.084 2.805 0.00
H -0.386 -4.447 3.869 0.00
H -0.629 -1.887 -2.662 0.00
H 3.123 2.714 -0.398 0.00
H -0.859 4.308 -3.116 0.00
C -0.143 -3.427 1.999 -0.01
H -4.218 3.340 -0.419 0.00
C 2.140 3.097 -0.673 0.01
C 1.005 2.762 1.986 0.01
As -3.419 4.056 -2.675 0.00
C 0.444 -1.967 -2.489 0.00
As 0.761 2.019 0.200 0.01
C 0.629 -5.648 2.401 0.00
C 3.893 -2.162 1.872 0.01
C 1.929 -1.090 2.627 0.01
H 0.457 2.203 2.740 0.00
H 0.602 -2.681 -1.687 0.00
C -2.995 2.405 -3.673 0.00
H -1.526 5.741 -2.305 0.00
N 0.974 -0.653 -2.096 0.03
H 4.068 -1.274 -0.842 0.00
As -1.815 -0.419 0.265 -0.02
C 2.274 -1.319 3.935 -0.01
C -2.935 -1.755 -0.611 0.00
I 2.088 -7.319 0.296 0.00
H 0.898 1.337 -2.771 0.00

85
Properties=species:S:1:pos:R:3:lowdin_charge:R:1 method="wB97M-V/def2-TZVPD" gap_ha=0.2156 energy_ha=-2951.92533 homo_ha=-0.3869 fmax_ev_per_a=4.02 charge=+1
C 5.217 1.395 2.187 -0.05
H 0.032 -0.705 3.044 0.12
C 3.802 0.355 0.648 -0.15
O 1.830 -4.064 3.369 -0.34
C -4.064 1.119 0.168 -0.17
C -1.669 -1.440 -3.034 -0.32
O 1.572 3.787 0.369 0.14
H -3.896 0.803 1.229 0.12
H -5.673 3.859 3.314 0.08
C -1.679 0.843 -3.973 -0.08
N 0.384 0.818 -1.233 0.16
H -1.712 1.473 1.455 0.10
H 0.267 4.540 -2.383 0.10
C 1.180 -4.802 0.911 -0.23
H -3.947 -0.169 -1.595 0.13
F -1.086 -3.664 -2.303 0.14
C 0.865 -0.016 2.748 -0.14
H -2.760 1.154 -3.935 0.14
H 1.262 1.380 1.091 0.08
O -3.846 2.518 -0.095 -0.06
H 5.656 1.534 -0.089 0.09
C -0.824 2.968 -0.425 0.01
C 3.273 -6.072 0.579 -0.22
H -1.522 3.445 -1.174 0.13
H 1.243 0.439 3.706 0.12
H 1.739 -1.083 1.054 0.12
C 0.422 1.171 1.800 -0.16
H 0.296 2.081 2.451 0.13
H 0.831 -3.770 0.923 0.08
H 2.306 -1.690 2.704 0.12
B 0.615 3.658 -0.644 -0.58
C -1.652 -2.503 -1.848 -0.43
H -2.399 1.698 -1.925 0.13
C -0.888 0.874 0.976 -0.09
H -4.573 3.024 4.456 0.08
N 0.396 1.675 -5.170 0.00
C 2.084 -0.767 2.082 -0.14
H -2.710 3.822 2.443 0.12
H 3.453 0.076 -0.371 0.08
O 1.047 -6.434 2.971 -0.30
C 0.275 0.133 -2.334 -0.41
F -1.020 -2.082 -0.715 0.14
H 1.377 0.897 -0.947 0.14
C -1.256 0.029 -2.644 -0.20
C -3.672 3.233 2.431 -0.14
C -4.602 3.763 3.605 -0.08
H 1.303 1.851 -4.737 0.05
H -0.366 2.598 -3.339 0.09
C 4.107 0.689 2.816 -0.09
H 0.359 -5.469 0.646 0.11
S 1.730 -0.506 -3.204 0.90
H 2.115 -1.584 -2.436 -0.08
H 3.748 -6.558 2.667 0.11
S 1.753 -5.253 2.549 0.67
C 5.000 1.151 0.718 -0.07
H -3.048 -0.787 -0.176 0.11
H 0.375 2.224 -6.032 0.08
C 2.378 -4.985 -0.026 -0.22
H -1.340 2.800 -4.872 0.13
C -1.984 0.775 -1.451 -0.12
H 2.939 -4.048 -0.095 0.11
H 2.052 -5.246 -1.035 0.11
C -0.718 2.080 -4.266 -0.23
F -0.880 -1.975 -4.042 0.09
C 3.404 -5.724 2.058 -0.23
F -2.951 -1.419 -3.568 0.11
H 6.035 1.958 2.676 0.09
O 1.025 4.144 -1.919 0.11
H -1.236 -0.196 1.045 0.12
H 4.246 -6.113 0.090 0.12
C -3.249 0.145 -0.767 -0.09
H 3.959 0.662 3.918 0.12
H -4.192 4.718 4.034 0.08
H 2.795 -7.049 0.466 0.12
H -1.200 3.323 0.575 0.12
F -2.949 -2.832 -1.550 0.14
H -3.367 2.190 2.737 0.10
O -5.419 3.761 0.859 0.16
H 4.054 -4.859 2.203 0.11
H 2.218 4.467 0.100 0.13
C -0.811 1.380 -0.533 -0.27
H -1.602 0.197 -4.892 0.13
H -5.158 0.919 -0.037 0.15
N 3.275 0.058 1.906 -0.13
C -4.373 3.214 1.040 -0.42

81
Properties=species:S:1:pos:R:3:mulliken_spin:R:1 method="wB97M-V/def2-TZVPD" gap_ha="0.2556 / 0.2933" energy_ha=-3681.26401 homo_ha="-0.2576 / -0.2953" fmax_ev_per_a=3.90 multiplicity=2 charge=0 s_squared=0.75
C -2.469 4.351 1.012 0.00
H -4.465 -1.734 -1.345 0.00
C -0.298 -3.335 -0.580 0.00
Si -2.312 -1.975 -2.297 0.00
H -1.826 0.350 -3.544 0.00
H 3.631 0.853 -0.109 0.00
H 0.800 2.028 5.427 0.00
H 2.779 3.553 3.804 0.00
H 4.729 -1.657 -1.360 0.00
H -3.082 4.896 -2.184 0.00
H 0.193 -5.405 -3.023 0.00
N -2.364 4.215 -0.321 0.00
H -3.318 -3.764 -3.537 0.00
C 0.615 2.148 2.462 0.00
H -1.053 -5.643 -1.781 0.00
C 1.606 -1.909 0.282 0.00
H 0.239 0.642 4.428 0.00
C 1.973 -4.508 -0.895 0.00
H 1.905 -1.855 -0.773 0.00
H 5.223 0.054 -1.303 0.00
H 1.940 0.717 5.062 0.00
H 0.478 -6.549 -1.704 0.00
H -1.438 -3.846 -3.426 0.00
Cl -0.231 3.736 -2.716 0.00
C -2.248 -0.648 -3.684 0.00
H -1.137 -3.888 -0.126 0.00
C 4.623 -0.678 -1.845 0.00
C 0.792 -2.174 2.919 0.00
H 3.451 -1.114 1.055 0.00
H 3.487 1.949 3.909 0.00
C -2.924 5.483 3.119 0.00
H 3.101 2.622 2.297 0.00
O -0.933 -2.239 -1.409 0.00
H 2.597 -1.072 3.428 0.00
H 0.417 -2.210 3.946 0.00
N -3.682 6.390 3.794 0.00
Ce -0.452 2.640 -0.422 1.01
N 1.493 1.953 3.424 0.00
H 1.668 -1.434 -2.586 0.00
H 3.016 -1.196 -3.674 0.00
H -4.437 6.743 -1.208 0.00
C 2.395 -0.686 -2.932 0.00
H 2.911 -5.119 -2.736 0.00
H -4.428 7.069 1.269 0.00
C 0.061 -2.789 1.894 0.00
O -2.054 4.820 3.697 0.00
H 2.390 -4.083 0.027 0.00
C 2.938 0.818 -0.986 0.00
H 1.889 0.152 -3.414 0.00
C 2.451 -1.474 1.312 0.00
O 2.042 1.673 -1.157 0.00
H -3.911 -0.120 -1.912 0.00
N 3.250 -0.207 -1.842 0.00
H -3.449 -0.698 -0.353 0.00
C 0.647 -4.411 -1.187 0.00
C 0.458 -2.648 0.562 0.00
Cl -0.283 0.439 -1.167 -0.01
C 2.798 2.564 3.341 0.00
C 1.094 1.290 4.665 0.00
H -2.357 -4.244 -2.002 0.00
O 0.867 2.818 1.398 0.00
C -3.167 5.355 1.650 0.00
Cl -2.312 1.331 1.111 0.00
H -0.826 -3.385 2.115 0.00
C -3.627 -1.035 -1.373 0.00
C 2.974 -5.338 -1.654 0.00
H -0.354 1.669 2.652 0.00
H -3.580 6.443 4.802 0.00
C -3.887 6.237 0.843 0.00
H -2.006 3.596 1.629 0.00
C -3.108 5.040 -1.098 0.00
H 4.986 -0.771 -2.872 0.00
H -4.472 6.856 3.366 0.00
H -1.799 -1.036 -4.596 0.00
C -2.407 -3.659 -2.932 0.00
H 2.914 -6.438 -1.500 0.00
H -3.303 -0.445 -3.902 0.00
C -3.864 6.084 -0.546 0.00
C 0.027 -5.565 -1.948 0.00
C 2.017 -1.563 2.642 0.00
H 3.997 -5.026 -1.379 0.00